# 1
Molecular formula: C27H38BrCaClN3O6
Method: DFT, ωB97M-V/def2-TZVPD

The geometry in XYZ format:
```
77
Properties=species:S:1:pos:R:3:forces:R:3:lowdin_charge:R:1
O -0.177855 -0.023281 -4.097277 1.4 -1.1 -0.5 -0.004
C 0.934137 -0.539369 -4.104389 1.0 1.7 1.1 -0.180
C 1.304280 -1.944466 -3.814862 -0.3 -1.0 -0.1 -0.184
C 0.764428 -2.605535 -2.702150 -0.3 -0.2 -0.2 -0.028
H 0.305842 -2.013029 -1.903217 -0.1 -0.3 -0.2 0.115
C 0.822692 -4.002646 -2.623229 0.3 -0.1 -0.3 -0.063
H 0.357283 -4.508317 -1.771966 0.2 0.2 -0.3 0.110
C 1.453156 -4.749885 -3.638035 -0.1 0.6 0.2 -0.084
H 1.434383 -5.852461 -3.602606 0.1 0.7 -0.1 0.102
C 2.151057 -4.060826 -4.652339 0.0 -0.3 0.4 -0.096
H 2.715132 -4.640352 -5.389393 -0.1 0.3 0.3 0.097
C 2.136874 -2.664471 -4.702604 -0.4 0.1 0.2 -0.041
H 2.766594 -2.120217 -5.413877 -0.5 -0.2 0.0 0.112
H 1.844511 0.126835 -4.175375 -0.6 -0.3 -0.5 0.134
C 2.767626 1.741877 -1.487877 1.6 0.7 0.1 -0.227
C 2.355081 0.868548 -0.362414 -2.3 -0.6 -2.7 -0.413
H 3.581072 1.233735 -2.049688 0.1 0.5 -0.1 0.056
H 3.058251 2.776710 -1.245226 0.1 0.1 -0.1 0.044
H 1.933236 1.823176 -2.214164 0.2 0.1 0.3 0.029
C 2.819492 -0.371718 -0.292773 1.3 -0.7 0.4 -0.378
C 4.265879 -0.685031 0.057814 0.3 -0.1 -1.5 -0.158
H 2.194667 -1.273908 -0.427989 -0.2 0.1 1.5 0.058
H 4.723408 -1.220931 -0.785668 0.4 -0.2 0.1 0.041
H 4.338688 -1.337684 0.932801 -0.2 0.3 0.0 0.041
H 4.820913 0.247226 0.238632 -0.1 -0.3 0.0 0.069
Ca 0.358489 1.143433 0.750611 -0.7 -0.2 0.8 1.234
Cl 2.132966 -0.091616 2.585061 0.5 -1.6 0.0 0.063
C 0.813717 2.107624 3.550334 2.0 -0.4 0.0 -0.483
O 0.638060 2.820033 2.553514 -0.6 0.4 0.2 -0.121
N -0.014133 1.967078 4.578779 -1.1 0.8 0.3 -0.179
C -1.093308 2.932058 4.752559 0.1 -0.4 0.0 -0.045
C 0.070220 0.798509 5.441528 0.6 0.1 -0.1 -0.050
H 1.751318 1.462291 3.589191 -1.3 1.1 0.4 -0.046
H -1.385382 3.334247 3.779469 0.0 -0.2 0.1 0.083
H -0.750411 3.764500 5.380859 -0.1 -0.1 0.0 0.082
H -1.930128 2.426104 5.240116 -0.1 0.2 -0.1 0.076
H 0.207327 -0.101674 4.830435 -0.1 0.2 0.1 0.066
H -0.851454 0.727178 6.022275 0.1 -0.1 0.0 0.077
H 0.934808 0.882919 6.112679 -0.2 -0.1 0.1 0.085
H -3.464081 -1.815400 -3.565718 0.1 -0.1 0.1 0.088
H -4.407255 -1.589647 -1.150589 0.0 0.2 -0.1 0.084
C -2.497711 -1.798390 -3.038276 -0.1 0.3 0.0 -0.057
C -3.406730 -1.340875 -0.777205 0.4 -0.3 0.1 -0.037
N -2.552229 -0.917988 -1.881523 -0.6 0.1 0.1 -0.165
H -1.714074 -1.439216 -3.711030 -0.3 -0.2 0.1 0.060
C -2.029241 0.318980 -1.905908 0.2 0.7 0.9 -0.300
O -1.922280 1.055645 -0.906146 -0.2 -0.6 -1.3 -0.051
H -3.469460 -0.558333 -0.017703 0.1 -0.1 -0.2 0.090
H -1.700913 0.630391 -2.919311 0.0 -0.1 0.6 0.117
H -2.240890 -2.809799 -2.699867 -0.1 0.2 -0.1 0.089
H -3.001529 -2.251228 -0.325211 0.1 0.2 0.1 0.089
H -0.032316 6.496808 -0.998058 0.1 -0.1 0.1 0.090
H -1.531135 5.681790 -3.122807 0.1 -0.1 0.0 0.088
C 0.674401 5.728100 -1.336248 -0.2 0.0 -0.2 -0.031
C -0.695567 4.988831 -3.293160 0.1 0.0 0.2 -0.053
N -0.030505 4.666690 -2.042974 0.0 0.4 -0.3 -0.184
H 1.203384 5.296708 -0.481163 -0.2 0.1 -0.2 0.096
C -0.197578 3.466690 -1.474356 0.7 -0.5 1.7 -0.287
O 0.207966 3.210923 -0.322948 -0.9 0.5 -2.0 -0.120
H -1.082368 4.062394 -3.734750 0.1 0.3 0.0 0.088
H -0.701351 2.724402 -2.121120 0.1 0.2 0.4 0.126
H 1.373490 6.212479 -2.026436 0.0 -0.1 0.1 0.086
H 0.007831 5.467839 -3.983280 -0.1 -0.1 0.0 0.085
Br 0.873312 -3.552199 2.257721 0.0 -0.3 0.1 0.775
C -0.721156 -3.126192 3.166425 -1.1 0.3 0.1 -0.608
C -1.147332 -3.896819 4.259749 -0.4 0.5 0.0 -0.129
C -2.305574 -3.516623 4.960994 0.4 -0.1 -0.2 -0.103
C -3.038386 -2.381169 4.593858 -0.1 -0.2 -0.1 -0.101
C -2.621082 -1.626495 3.511962 0.2 -0.5 -0.2 -0.038
C -1.491151 -2.017569 2.770092 0.5 -0.3 0.4 -0.164
C -1.001756 -1.009426 1.768130 0.4 1.6 -0.5 -0.691
O -1.172430 0.177455 2.229276 -0.1 -0.9 -0.7 -0.176
O -0.460827 -1.267030 0.652997 -0.9 -0.1 1.2 -0.138
H -0.562920 -4.762703 4.557360 -0.1 0.1 0.0 0.089
H -2.615080 -4.099536 5.824031 0.0 0.0 -0.1 0.090
H -3.949215 -2.081483 5.124267 0.4 -0.2 0.0 0.097
H -3.129181 -0.704667 3.219386 0.2 -0.4 0.1 0.118
```
Forces are in eV/Å.

**HOMO level (alpha / beta)**: -0.0585 / -0.0584 hartree
**Total charge**: -1
**LUMO energy (alpha / beta)**: 0.087 / 0.087 Ha
**Frontier orbital gap (alpha / beta)**: 0.1451 / 0.1450 Eh

# 2
Molecular formula: C27H38Cl13F3INO5S
Method: DFT, ωB97M-V/def2-TZVPD

The geometry in XYZ format:
```
89
Properties=species:S:1:pos:R:3:forces:R:3:lowdin_charge:R:1
C 0.994265 -2.223834 3.220134 -1.0 -0.1 -0.8 -0.078
C 0.471355 -1.565069 2.137825 1.0 0.1 0.6 -0.165
C 0.617462 -2.173732 0.758168 -1.6 -1.3 0.2 -0.300
C -0.455813 -3.308914 0.678254 0.2 0.5 -0.3 -0.107
C -1.900917 -3.026309 1.045804 0.1 -0.5 0.1 -0.784
O -2.567559 -3.909252 1.470795 -0.2 -0.1 0.1 0.016
I -2.864069 -1.129676 0.783101 0.0 0.1 0.0 0.929
C 1.904949 -3.023587 0.569458 0.1 0.4 -0.1 -0.432
O 2.248413 -3.945386 1.220313 0.0 -0.7 0.2 0.187
O 2.602310 -2.595920 -0.525722 0.3 0.2 0.4 0.105
C 2.346333 -1.193285 -0.608799 -0.1 1.0 -0.4 -0.401
C 2.973783 -0.571880 -1.857817 -0.4 -0.5 -0.6 -0.081
C 2.335884 -0.821632 -3.237463 0.9 0.6 0.2 -0.080
C 1.535104 0.317852 -3.830501 -0.8 -1.0 -0.2 -0.560
O 0.683765 0.085441 -4.638706 -0.2 0.4 -0.1 0.092
O 1.776115 1.595907 -3.432652 0.5 0.0 -0.3 0.061
C 2.969540 -0.417675 0.579761 0.6 -0.5 0.2 -0.109
C 4.506435 -0.388601 0.650335 -0.4 0.0 0.3 -0.046
C 5.229828 -1.708401 0.796599 1.0 0.5 0.1 -0.590
F 6.470900 -1.456104 1.320360 -0.4 -0.1 -0.2 0.102
F 4.636949 -2.559442 1.639734 0.0 0.1 -0.4 0.162
F 5.467191 -2.301330 -0.394060 -0.4 -0.2 0.4 0.134
C 0.800537 -1.190782 -0.453979 -1.3 -0.1 0.2 -0.584
Cl 0.220934 0.501660 -0.204986 0.2 -0.1 0.0 0.741
N 0.045889 -1.805701 -1.548384 0.7 1.1 -0.2 0.072
C -0.818291 -1.237735 -2.196642 -0.1 -0.7 0.4 -0.844
S -2.036105 -0.681245 -2.966061 -0.1 0.1 -0.3 0.808
H 1.779354 -1.855825 3.860552 -1.2 0.8 1.1 0.004
H 0.616408 -3.219507 3.417019 1.3 -0.8 -1.0 -0.002
H -0.058328 -0.627202 2.264276 1.4 1.0 -0.5 0.050
H -0.136107 -4.038232 1.421005 0.0 0.0 0.1 0.126
H -0.447134 -3.854371 -0.265791 -0.1 0.2 -0.2 0.141
H 3.035937 0.498096 -1.674450 -0.1 0.1 0.0 0.115
H 4.000981 -0.917978 -1.930543 0.1 -0.2 0.3 0.122
H 3.162586 -0.934708 -3.941651 0.0 -0.1 -0.1 0.092
H 1.769734 -1.740039 -3.305744 -0.2 0.0 0.0 0.121
H 2.736431 1.691857 -3.349411 0.0 0.1 0.3 0.079
H 2.656045 0.619079 0.539406 -0.2 0.0 -0.1 0.098
H 2.617434 -0.799099 1.537168 -0.1 -0.1 0.0 0.108
H 4.966562 0.168827 -0.160776 0.0 -0.1 -0.2 0.128
H 4.753598 0.171492 1.551548 0.0 0.0 0.1 0.136
Cl -5.339880 1.285039 -0.750601 0.1 0.0 0.0 0.557
C -4.683441 2.922864 -0.475171 0.1 0.1 -0.1 -0.689
C -3.712322 2.953959 0.670800 0.2 0.0 0.1 -0.689
Cl -4.508418 2.671593 2.241030 -0.1 0.0 0.0 0.524
H -5.520281 3.596837 -0.313103 0.0 0.0 0.0 0.066
H -4.178712 3.223101 -1.392263 0.0 -0.1 0.2 -0.008
H -3.244753 3.936851 0.717697 -0.1 -0.2 0.0 0.003
H -2.932221 2.202451 0.555101 -0.1 -0.1 0.0 0.040
Cl 1.386771 0.677939 4.473963 0.1 0.3 0.0 0.611
C 0.322036 1.256085 5.781473 0.0 0.0 0.2 -0.636
C -1.126507 1.258091 5.371546 -0.1 -0.1 0.0 -0.655
Cl -1.472234 2.481935 4.127067 0.0 0.0 0.0 0.539
H 0.657458 2.247710 6.073256 0.0 0.0 -0.1 0.068
H 0.461113 0.582053 6.625428 0.0 0.0 0.0 0.075
H -1.749703 1.494837 6.232279 0.0 0.0 0.0 0.075
H -1.430645 0.289657 4.980718 0.0 0.0 -0.1 0.069
Cl 1.908998 -4.198061 5.078657 0.3 -0.4 0.5 0.659
C 2.714975 -5.103024 6.386171 -0.1 -0.1 0.0 -0.636
C 3.675850 -4.238289 7.160699 0.0 0.0 0.1 -0.667
Cl 5.089783 -3.764580 6.184481 0.0 0.0 0.0 0.541
H 3.217664 -5.958238 5.941997 0.0 0.0 -0.1 0.070
H 1.934634 -5.469016 7.051874 0.0 0.0 0.0 0.072
H 4.052823 -4.788324 8.021219 0.0 0.0 0.0 0.071
H 3.194569 -3.329700 7.513549 0.0 0.0 -0.1 0.065
Cl -4.390807 4.763065 -3.358011 0.0 0.1 -0.2 0.599
C -3.737241 6.399521 -3.084056 0.0 0.1 -0.1 -0.642
C -2.773577 6.443498 -1.927036 0.1 0.0 0.0 -0.629
Cl -3.587629 6.175316 -0.360647 0.0 0.2 -0.1 0.614
H -4.575611 7.073496 -2.929262 0.0 -0.1 0.1 0.070
H -3.223316 6.691822 -3.998064 0.0 0.0 0.0 0.074
H -2.306006 7.424987 -1.874952 0.0 0.0 0.0 0.073
H -1.993099 5.693834 -2.031156 0.0 -0.1 0.0 0.073
Cl -6.255024 -2.088930 -2.855749 0.0 0.0 0.0 0.531
C -7.379704 -1.506971 -1.601058 0.0 0.0 0.1 -0.676
C -8.814232 -1.539867 -2.058482 -0.1 0.0 0.1 -0.663
Cl -9.141704 -0.344060 -3.340263 0.0 0.0 0.0 0.533
H -7.074115 -0.503157 -1.320802 -0.1 0.0 -0.1 -0.011
H -7.256202 -2.159602 -0.738115 0.0 0.0 0.0 0.077
H -9.468456 -1.296376 -1.223114 0.0 0.0 0.0 0.072
H -9.087403 -2.520398 -2.439463 0.0 0.0 -0.1 0.066
Cl 5.451567 3.009598 -8.035591 0.0 0.0 0.0 0.542
C 3.774999 2.720891 -7.505069 0.0 0.0 -0.1 -0.659
C 3.672131 2.553616 -6.012674 -0.2 0.1 0.0 -0.635
Cl 4.442145 1.037308 -5.454168 0.1 0.1 0.1 0.608
H 3.402126 1.844595 -8.028469 0.0 0.0 0.0 0.072
H 3.189030 3.584617 -7.813538 0.0 0.0 0.0 0.075
H 2.623932 2.503336 -5.719965 0.0 -0.1 0.0 0.068
H 4.141949 3.380333 -5.485636 0.1 0.0 0.0 0.074
```
Forces are in eV/Å.

**HOMO level**: -0.3054 hartree
**LUMO energy**: -0.001 Ha
**Structure (SMILES)**: C=C[C@]1(CC(=O)I)C(=O)O[C@](CCC(=O)O)(CCC(F)(F)F)[C@@]1(Cl)N=C=S.ClCCCl.ClCCCl.ClCCCl.ClCCCl.ClCCCl.ClCCCl
**Frontier orbital gap**: 0.3041 Eh

# 3
Molecular formula: C27H39BIrN6OSi
Method: DFT, ωB97M-V/def2-TZVPD

The geometry in XYZ format:
```
76
Properties=species:S:1:pos:R:3:forces:R:3:mulliken_spin:R:1
Ir 0.202473 0.077788 -0.002849 -0.1 0.0 0.8 0.589
C 1.589328 3.835781 0.595973 0.0 0.0 -0.1 0.002
C 0.442837 3.084740 0.014185 -0.1 0.1 0.1 -0.019
C 0.719588 2.120217 -1.046747 0.1 -0.1 0.0 0.049
C 2.034791 2.254895 -1.776422 0.0 0.1 0.0 -0.025
C -0.412651 1.567716 -1.721246 0.3 0.2 -0.1 -0.020
C -0.381448 1.267749 -3.186314 -0.1 0.1 -0.1 0.007
C -1.565829 1.364768 -0.931656 0.0 -0.2 0.2 0.001
C -2.703475 0.530574 -1.464507 -0.1 0.1 -0.1 -0.016
C -1.801084 2.314019 0.130866 -0.1 0.1 -0.2 0.007
C -3.115566 2.280851 0.826274 0.0 0.0 0.0 0.002
C -0.863467 3.311064 0.432280 0.1 0.1 -0.1 -0.011
C -1.257469 4.509343 1.257278 0.0 0.0 0.0 0.003
H 2.421310 3.160343 0.797991 0.0 0.0 0.0 0.000
H 1.330571 4.355396 1.512641 0.0 0.0 0.0 0.000
H 1.953924 4.574363 -0.126134 0.0 0.0 0.0 -0.001
H 2.093560 3.218036 -2.289700 0.0 0.0 0.0 -0.002
H 2.145719 1.474955 -2.525990 0.0 0.0 0.0 0.015
H 2.878557 2.201365 -1.092381 0.0 0.0 0.0 0.000
H -0.098058 0.249742 -3.428346 0.0 0.0 0.0 0.000
H 0.307558 1.945108 -3.686696 0.0 0.0 0.0 -0.002
H -1.375272 1.436028 -3.600578 0.0 0.0 0.0 0.000
H -3.435893 1.147063 -1.991339 0.0 0.0 0.0 0.000
H -3.231645 0.015222 -0.663911 0.0 0.0 0.0 0.000
H -2.329024 -0.219120 -2.158438 0.0 0.0 0.0 0.006
H -3.415024 1.258477 1.057175 0.0 0.0 0.0 0.001
H -3.885715 2.678808 0.155008 0.0 0.0 0.0 -0.001
H -3.125797 2.874121 1.735354 0.0 0.0 0.0 0.000
H -2.196152 4.919386 0.884594 0.0 0.0 0.0 0.000
H -0.518121 5.301696 1.184690 0.0 0.0 0.0 0.000
H -1.409214 4.286355 2.316342 0.0 0.0 0.0 0.000
B 1.294658 -1.722542 2.576705 0.1 0.1 0.0 -0.004
N 2.366818 -1.472562 1.495540 0.1 0.0 -0.2 -0.003
C 3.637754 -1.860479 1.399999 -0.1 0.0 0.2 0.002
C 4.198041 -1.302097 0.261631 0.0 0.1 -0.1 -0.001
C 3.174909 -0.557212 -0.300059 0.2 0.1 0.1 -0.009
N 2.076303 -0.664283 0.462820 -0.5 -0.2 -0.3 -0.006
N 0.767520 -0.271321 2.914564 0.0 0.0 0.2 -0.006
C 0.767368 0.209765 4.158049 0.0 -0.1 -0.1 0.021
C 0.293240 1.510256 4.153199 0.0 0.0 -0.1 0.009
C 0.026655 1.766199 2.823813 -0.1 0.1 0.2 0.002
N 0.300388 0.693590 2.060616 0.2 -0.1 -0.5 0.004
H 1.811123 -2.137845 3.568729 0.0 0.0 0.0 0.000
H 0.446852 -2.434555 2.132583 -0.1 -0.1 0.1 0.000
H 4.071080 -2.484909 2.163391 0.0 0.0 0.0 0.000
H 5.209372 -1.398141 -0.091430 0.0 0.0 0.0 0.000
H 3.186887 0.064804 -1.175275 0.0 -0.1 0.0 0.003
H 1.116552 -0.408746 4.967406 0.0 0.0 0.0 -0.001
H 0.181612 2.180671 4.986726 0.0 0.0 0.0 0.001
H -0.348803 2.675417 2.407142 0.1 -0.1 0.1 -0.005
C 2.259840 -1.403413 -3.618053 0.5 0.2 -0.4 0.024
Si 0.972305 -2.179090 -2.558067 -0.7 -0.3 0.7 -0.007
C 1.553816 -3.511245 -1.398120 0.2 -0.1 -0.1 -0.003
C -0.432828 -2.793127 -3.611337 0.1 0.0 -0.1 0.006
O 0.205506 -0.959359 -1.575568 0.3 0.3 -0.6 0.340
H 2.825083 -2.216501 -4.088473 -0.1 -0.1 0.1 0.002
H 3.010650 -0.796940 -3.115619 0.0 0.0 0.1 0.001
H 1.865352 -0.817459 -4.450805 -0.2 0.0 0.1 0.001
H 1.629933 -4.464707 -1.927463 0.0 0.0 -0.1 0.000
H 0.873920 -3.678719 -0.559320 0.1 0.1 0.0 0.001
H 2.541993 -3.296542 -0.991959 0.0 0.0 0.1 0.000
H -0.022239 -3.505223 -4.333342 0.0 0.0 0.0 -0.001
H -0.908622 -1.996175 -4.186784 0.0 0.0 0.0 0.000
H -1.209750 -3.325983 -3.060125 0.0 0.0 0.1 0.000
N -4.915925 -4.767715 2.598498 0.0 0.0 0.0 0.000
C -4.123489 -4.034537 2.209246 -0.1 -0.1 0.0 0.000
C -3.137895 -3.113296 1.723538 0.0 0.1 0.0 0.000
C -2.401269 -3.392396 0.579045 0.0 0.0 0.0 0.006
C -1.461905 -2.480413 0.149261 -0.1 0.1 0.1 -0.022
N -1.222360 -1.327399 0.795213 0.3 -0.3 0.0 0.045
C -1.941760 -1.054391 1.895913 -0.1 0.0 -0.1 -0.001
C -2.904337 -1.911596 2.382864 0.0 0.0 0.0 0.003
H -2.546381 -4.310461 0.027719 0.0 0.0 0.0 0.001
H -0.881472 -2.678907 -0.732762 -0.1 0.0 0.0 0.011
H -1.748628 -0.122039 2.400667 0.0 0.0 0.0 0.006
H -3.457165 -1.645236 3.272321 0.0 0.0 0.0 0.000
```
Forces are in eV/Å.

**Spin multiplicity**: 2
**Energy relative to the best compared isomer or geometry (same formula, charge and spin)**: 16.7 kcal per mole
**HOMO level (alpha / beta)**: -0.5513 / -0.5506 hartree
**Total charge**: +2
**LUMO energy (alpha / beta)**: -0.299 / -0.324 Ha
**Frontier orbital gap (alpha / beta)**: 0.2521 / 0.2271 Eh